(1)
Here is 2 unconnected molecules or ions with the total composition ClH3O3P at a distorted geometry from the Open Molecules 2025 dataset. Energies are from wB97M-V/def2-TZVPD.

ΔE to the lowest compared entry with this formula, charge and spin = 341.33 kJ/mol
Electronic energy = -1028.76662 hartree
HOMO energy (spin up / spin down) = -16.10 / -15.79 eV

The geometry in ORCA input format:
```
! RIJCOSX wB97M-V def2-TZVPD def2/J DEFGRID3
* xyz 1 1
O -0.40 -0.51 1.48
O -0.72 1.53 -0.13
O -0.79 -0.88 -0.91
P -0.13 0.08 0.10
Cl 2.79 0.25 -0.62
H 0.34 -0.67 2.09
H -0.66 1.96 -0.99
H -0.44 -1.75 -1.03
*
```

(2)
Here is a single C2H6O4S2 molecule at a distorted geometry from the Open Molecules 2025 dataset. Energies are from wB97M-V/def2-TZVPD.

ΔE to the lowest compared entry with this formula, charge and spin = 450.00 kJ/mol
Electronic energy = -1176.96210 hartree
HOMO energy = -9.78 eV

The geometry in ORCA input format:
```
! RIJCOSX wB97M-V def2-TZVPD def2/J DEFGRID3
* xyz 0 1
C 0.13 0.67 -1.38
C -0.08 0.32 0.07
O 2.38 1.09 0.16
O 1.11 0.43 2.30
O 1.97 -1.79 2.68
O 2.11 -1.23 0.88
S 1.44 -0.80 3.53
S 1.58 0.09 0.81
H -0.85 0.81 -1.86
H 0.72 1.47 -1.60
H 0.80 -0.10 -1.78
H -0.82 -0.52 0.22
H -0.29 1.11 0.68
H -0.03 -1.35 3.58
*
```

(3)
Here is a molecular structure, C32H30LiN6OTe from the Open Molecules 2025 dataset. Energies are from wB97M-V/def2-TZVPD.

ΔE to the lowest compared entry with this formula, charge and spin = 71.34 kJ/mol
Electronic energy = -1916.91986 hartree
HOMO energy = -2.48 eV

The geometry in ORCA input format:
```
! RIJCOSX wB97M-V def2-TZVPD def2/J DEFGRID3
* xyz -1 1
Li 1.51 -0.24 0.63
C 1.09 4.17 1.15
C 1.30 2.96 0.47
N 0.83 1.80 0.89
C 0.06 1.76 2.01
C -0.22 2.93 2.75
C 0.34 4.14 2.30
C -1.05 2.86 3.90
C -1.60 1.65 4.23
C -1.35 0.48 3.51
C -0.50 0.46 2.39
N -0.10 -0.54 1.60
C -0.49 -1.84 1.56
C -1.36 -2.55 2.39
C -1.59 -3.93 2.21
C -0.99 -4.65 1.23
C -0.11 -3.98 0.33
C 0.55 -4.65 -0.71
C 1.36 -3.96 -1.56
C 1.51 -2.58 -1.36
N 0.93 -1.92 -0.39
C 0.12 -2.60 0.47
H 1.50 5.09 0.76
H 1.85 2.94 -0.47
H 0.16 5.04 2.87
H -1.26 3.76 4.46
H -2.26 1.59 5.09
H -1.82 -0.42 3.85
H -1.88 -2.06 3.19
H -2.28 -4.42 2.89
H -1.16 -5.71 1.11
H 0.40 -5.72 -0.83
H 1.88 -4.44 -2.38
H 2.12 -1.99 -2.04
C -4.78 2.26 -7.03
C -3.84 1.94 -5.90
C -3.84 2.69 -4.73
C -2.99 2.40 -3.66
C -3.07 3.27 -2.44
C -2.08 1.33 -3.75
Te -0.80 0.89 -2.10
C -2.08 0.57 -4.93
C -1.16 -0.61 -5.15
C -2.95 0.89 -5.97
H -5.41 3.12 -6.79
H -5.44 1.42 -7.26
H -4.23 2.50 -7.95
H -4.54 3.52 -4.63
H -3.83 4.05 -2.57
H -2.10 3.74 -2.23
H -3.30 2.68 -1.55
H -0.54 -0.78 -4.28
H -0.52 -0.44 -6.02
H -1.74 -1.51 -5.34
H -2.92 0.28 -6.87
C 4.56 -3.56 3.46
N 4.27 -2.14 3.34
C 4.65 -1.24 4.27
C 4.37 0.07 4.13
C 3.62 0.45 2.96
N 3.23 -0.41 2.05
C 3.55 -1.74 2.19
O 3.24 -2.60 1.38
N 3.36 1.76 2.78
H 5.25 -3.70 4.30
H 5.01 -3.92 2.54
H 3.65 -4.12 3.64
H 5.20 -1.63 5.11
H 4.68 0.80 4.86
H 3.33 2.36 3.59
H 2.69 2.00 2.05
*
```

(4)
Here is a single C6H7N5 molecule at a distorted geometry from the Open Molecules 2025 dataset. Energies are from wB97M-V/def2-TZVPD.

ΔE to the lowest compared entry with this formula, charge and spin = 441.44 kJ/mol
Electronic energy = -506.48202 hartree
HOMO energy (spin up / spin down) = -7.86 / -7.53 eV

The geometry in ORCA input format:
```
! RIJCOSX wB97M-V def2-TZVPD def2/J DEFGRID3
* xyz 0 1
C 0.06 -0.36 1.53
C -1.35 1.33 1.74
C 0.73 0.28 -3.32
C 0.81 -1.55 1.73
C 0.06 0.69 -2.30
C 0.25 -0.03 -1.04
N -1.06 1.34 0.40
N -0.66 0.23 2.39
N -2.20 2.15 2.19
N 1.06 -2.29 0.72
N -0.23 0.33 0.16
H 0.57 0.73 -4.31
H 1.24 -0.65 -3.24
H 1.13 -1.84 2.72
H -0.53 1.59 -2.36
H 0.99 -0.85 -1.06
H -2.56 1.98 3.17
H 1.68 -3.06 0.89
*
```

(5)
Here is a single C4H7ClO molecule at a distorted geometry from the Open Molecules 2025 dataset. Energies are from wB97M-V/def2-TZVPD.

ΔE to the lowest compared entry with this formula, charge and spin = 242.45 kJ/mol
SMILES = C=C(Cl)[C@@H](C)O
Electronic energy = -691.95357 hartree
HOMO energy = -9.51 eV

The geometry in ORCA input format:
```
! RIJCOSX wB97M-V def2-TZVPD def2/J DEFGRID3
* xyz 0 1
C -0.06 0.82 -1.24
C -0.10 -0.52 -0.25
C 0.21 -0.06 1.05
C -0.81 -0.29 1.88
H -0.92 1.37 -1.11
H 0.20 0.48 -2.36
H 0.80 1.43 -1.03
H -1.04 -0.85 -0.43
H 1.70 -0.98 -1.18
H -1.66 -0.62 1.18
H -0.91 -0.13 2.89
O 0.88 -1.42 -0.78
Cl 1.71 0.78 1.38
*
```

(6)
Here is a gas-phase ion, C6H13N3 (charge +2) at a distorted geometry from the Open Molecules 2025 dataset. Energies are from wB97M-V/def2-TZVPD.

ΔE to the lowest compared entry with this formula, charge and spin = 248.93 kJ/mol
Electronic energy = -399.75532 hartree
HOMO energy (spin up / spin down) = -15.28 / -19.27 eV
<S²> = 2.013

The geometry in ORCA input format:
```
! RIJCOSX wB97M-V def2-TZVPD def2/J DEFGRID3
* xyz 2 3
C -1.52 -1.44 -0.36
C -0.74 1.53 0.62
C 0.50 1.37 -0.08
C -0.12 -1.81 0.10
C -2.22 0.98 -0.22
C 2.48 0.13 -0.73
N -2.26 -0.40 -0.25
N 0.76 -0.74 0.87
N 1.35 0.31 0.13
H -2.13 -2.22 -0.75
H -1.04 2.53 0.69
H -0.75 1.08 1.54
H 0.80 2.08 -0.69
H -0.14 -2.51 1.03
H 0.34 -2.23 -0.80
H -2.19 1.47 -1.19
H -3.15 1.31 0.32
H 2.98 -0.79 -0.72
H 2.20 0.11 -1.76
H 3.31 0.74 -0.65
H 0.21 -0.11 1.57
H 1.35 -1.38 1.33
*
```

(7)
Here is a molecular structure, C25H36Ge2IrNO11P2 at a distorted geometry from the Open Molecules 2025 dataset. Energies are from wB97M-V/def2-TZVPD.

ΔE to the lowest compared entry with this formula, charge and spin = 90.87 kJ/mol
Electronic energy = -6797.52101 hartree
HOMO energy (spin up / spin down) = -11.15 / -11.15 eV
<S²> = 0.755

The geometry in ORCA input format:
```
! RIJCOSX wB97M-V def2-TZVPD def2/J DEFGRID3
* xyz 1 2
Ir 1.22 -1.38 0.89
O -1.00 1.95 2.79
C -0.46 0.99 2.32
O -0.07 0.83 1.07
C -0.21 -0.20 3.21
C -0.57 -0.16 4.55
C -0.33 -1.27 5.35
C 0.27 -2.40 4.79
C 0.58 -2.37 3.45
N 0.32 -1.29 2.69
C 1.27 -3.45 2.67
O 1.94 -4.32 3.16
O 1.07 -3.28 1.37
H -1.02 0.74 4.94
H -0.59 -1.26 6.39
H 0.49 -3.28 5.36
C -3.66 -2.09 0.30
C -2.26 -2.05 0.91
Ge -0.85 -1.68 -0.41
C -0.46 -3.22 -1.58
C -1.71 -3.95 -2.09
C -1.55 -0.26 -1.55
C -1.73 1.06 -1.47
Ge -0.74 2.23 -0.23
C -1.76 3.68 0.60
C -2.01 4.89 -0.30
C 1.00 2.80 -0.92
C 1.00 3.65 -2.19
C -2.64 1.78 -2.40
C -3.83 1.19 -2.83
C -4.68 1.85 -3.70
C -4.37 3.13 -4.14
C -3.22 3.75 -3.69
C -2.37 3.08 -2.82
H -4.41 -2.26 1.08
H -3.77 -2.89 -0.44
H -3.90 -1.15 -0.18
H -2.02 -3.00 1.41
H -2.23 -1.27 1.68
H 0.17 -3.91 -1.02
H 0.13 -2.84 -2.41
H -2.21 -4.48 -1.29
H -1.43 -4.68 -2.85
H -2.43 -3.27 -2.55
H -2.04 -0.76 -2.39
H -1.17 3.97 1.47
H -2.69 3.27 0.98
H -1.09 5.30 -0.71
H -2.47 5.67 0.30
H -2.69 4.66 -1.12
H 1.59 1.91 -1.09
H 1.48 3.35 -0.10
H 0.59 3.11 -3.04
H 2.03 3.90 -2.45
H 0.46 4.59 -2.09
H -4.11 0.21 -2.46
H -5.60 1.38 -4.02
H -5.04 3.65 -4.82
H -2.97 4.75 -4.02
H -1.47 3.59 -2.48
C 5.99 -1.29 -0.37
C 4.73 -0.76 0.29
O 5.00 0.56 0.78
P 4.30 -1.66 1.81
O 5.55 -1.61 2.78
O 4.22 -3.18 1.40
O 3.06 -1.09 2.42
P 3.34 -0.63 -0.92
O 2.54 -2.09 -0.85
O 3.80 -0.26 -2.25
O 2.21 0.13 -0.18
H 6.85 -1.09 0.27
H 6.14 -0.80 -1.33
H 5.93 -2.37 -0.53
H 4.16 1.02 0.92
H 5.68 -0.75 3.20
H 3.81 -3.79 2.03
H 2.93 -2.85 -1.31
*
```

(8)
Here is 2 unconnected molecules or ions with the total composition C3H12N2O2 at a distorted geometry from the Open Molecules 2025 dataset. Energies are from wB97M-V/def2-TZVPD.

ΔE to the lowest compared entry with this formula, charge and spin = 198.06 kJ/mol
SMILES = NCCNCO.O
Electronic energy = -381.43948 hartree
HOMO energy = -9.05 eV

The geometry in ORCA input format:
```
! RIJCOSX wB97M-V def2-TZVPD def2/J DEFGRID3
* xyz 0 1
C 0.73 0.38 0.81
N -0.30 0.06 -0.24
C -0.77 1.29 -0.83
O -1.01 1.16 -2.23
C 1.64 -0.78 1.07
N 2.52 -0.97 -0.12
H 0.16 0.64 1.70
H 1.30 1.28 0.60
H 0.15 -0.77 -0.60
H -1.68 1.57 -0.31
H 0.00 2.06 -0.78
H -1.94 1.21 -2.43
H 2.30 -0.61 1.91
H 1.12 -1.73 1.22
H 2.75 -1.93 -0.30
H 2.12 -0.49 -0.91
H -2.30 -1.01 0.63
H -3.60 -0.60 -0.04
O -3.21 -0.76 0.83
*
```